{
  "formula": "C44H110N8O10",
  "method": "ωB97M-V/def2-TZVPD",
  "symbols": ["C", "C", "C", "C", "C", "C", "C", "C", "C", "N", "O", "H", "H", "H", "H", "H", "H", "H", "H", "H", "H", "H", "H", "H", "H", "H", "H", "H", "H", "H", "C", "C", "C", "C", "C", "C", "C", "C", "C", "N", "O", "H", "H", "H", "H", "H", "H", "H", "H", "H", "H", "H", "H", "H", "H", "H", "H", "H", "H", "H", "C", "O", "C", "C", "C", "N", "H", "H", "H", "H", "H", "H", "H", "H", "H", "H", "H", "C", "O", "C", "C", "C", "N", "H", "H", "H", "H", "H", "H", "H", "H", "H", "H", "H", "C", "O", "C", "C", "C", "N", "H", "H", "H", "H", "H", "H", "H", "H", "H", "H", "H", "C", "O", "C", "C", "C", "N", "H", "H", "H", "H", "H", "H", "H", "H", "H", "H", "H", "C", "O", "C", "C", "C", "N", "H", "H", "H", "H", "H", "H", "H", "H", "H", "H", "H", "C", "O", "C", "C", "C", "N", "H", "H", "H", "H", "H", "H", "H", "H", "H", "H", "H", "O", "C", "C", "O", "H", "H", "H", "H", "H", "H"],
  "xyz": [[10.190, 0.388, 4.239], [11.030, -0.414, 3.138], [11.133, 0.498, 1.908], [12.501, -0.562, 3.698], [13.575, -1.367, 2.873], [12.959, -2.733, 2.770], [11.489, -2.806, 1.997], [11.590, -2.522, 0.512], [10.986, -4.252, 2.178], [10.635, -1.803, 2.789], [9.256, -1.960, 2.332], [9.469, 0.990, 3.686], [9.719, -0.193, 5.032], [10.862, 1.107, 4.708], [10.193, 0.806, 1.451], [11.658, 1.394, 2.239], [11.755, 0.005, 1.161], [12.864, 0.464, 3.760], [12.374, -0.989, 4.693], [13.707, -0.962, 1.869], [14.558, -1.488, 3.328], [12.691, -3.187, 3.724], [13.707, -3.404, 2.348], [12.450, -1.878, 0.329], [10.672, -2.037, 0.179], [11.791, -3.431, -0.054], [11.225, -5.100, 1.537], [9.899, -4.326, 2.138], [11.185, -4.537, 3.211], [8.900, -2.281, 3.164], [14.045, -5.111, -1.867], [12.966, -5.463, -2.929], [13.708, -5.994, -4.195], [11.998, -6.586, -2.357], [10.822, -6.726, -3.285], [10.077, -5.391, -3.361], [10.976, -4.248, -3.939], [11.198, -4.270, -5.440], [10.173, -3.001, -3.563], [12.192, -4.189, -3.155], [13.006, -3.139, -3.638], [14.894, -4.630, -2.353], [13.526, -4.574, -1.073], [14.494, -5.978, -1.383], [13.820, -5.475, -5.146], [14.755, -5.984, -3.892], [13.340, -7.002, -4.389], [12.388, -7.596, -2.484], [11.777, -6.389, -1.308], [11.090, -7.217, -4.221], [10.291, -7.512, -2.747], [9.686, -5.174, -2.367], [9.250, -5.550, -4.054], [11.388, -3.287, -5.872], [10.237, -4.525, -5.886], [11.879, -5.063, -5.747], [10.155, -2.822, -2.488], [9.143, -3.056, -3.914], [10.678, -2.113, -3.942], [13.246, -2.731, -2.803], [3.844, -16.562, 0.010], [4.435, -15.361, -0.201], [5.878, -15.437, -0.067], [6.537, -14.167, -0.553], [8.076, -14.222, -0.725], [6.204, -12.990, 0.260], [4.376, -17.502, -0.132], [3.009, -16.733, -0.670], [3.548, -16.556, 1.059], [6.144, -15.458, 0.990], [6.250, -16.325, -0.578], [6.114, -13.992, -1.542], [8.552, -15.146, -1.051], [8.396, -14.008, 0.295], [8.563, -13.412, -1.269], [6.465, -12.926, 1.233], [5.206, -13.004, 0.413], [5.347, -2.032, -1.072], [6.125, -0.890, -1.502], [7.557, -1.086, -1.407], [8.306, 0.171, -1.685], [8.103, 0.665, -3.179], [9.733, -0.154, -1.557], [5.671, -2.263, -0.057], [5.291, -2.799, -1.844], [4.352, -1.588, -1.031], [7.972, -1.282, -0.418], [8.014, -1.829, -2.061], [8.037, 0.919, -0.939], [7.093, 0.968, -3.458], [8.260, -0.224, -3.789], [8.767, 1.462, -3.514], [9.956, -0.464, -0.622], [9.930, -0.936, -2.166], [7.255, -5.215, -0.593], [7.007, -6.605, -0.886], [6.697, -7.538, 0.177], [7.068, -8.999, -0.199], [6.325, -9.698, -1.321], [7.015, -10.044, 0.827], [8.039, -5.202, 0.164], [6.381, -4.760, -0.128], [7.598, -4.690, -1.485], [7.094, -7.145, 1.113], [5.631, -7.411, 0.365], [8.024, -8.980, -0.722], [6.526, -10.770, -1.334], [6.744, -9.282, -2.237], [5.250, -9.602, -1.171], [7.017, -10.902, 0.295], [6.136, -9.895, 1.302], [0.457, -2.317, 4.478], [1.393, -3.360, 4.120], [1.487, -3.581, 2.793], [2.415, -4.885, 2.727], [3.207, -5.250, 1.408], [1.566, -5.978, 3.211], [-0.589, -2.610, 4.381], [0.504, -1.407, 3.881], [0.770, -1.956, 5.458], [0.537, -3.771, 2.293], [2.071, -2.803, 2.300], [3.236, -4.730, 3.427], [3.232, -4.312, 0.853], [2.609, -6.073, 1.018], [4.227, -5.542, 1.658], [2.237, -6.437, 3.810], [0.979, -5.536, 3.905], [4.088, -15.391, 4.373], [3.194, -14.295, 4.028], [3.874, -13.171, 3.393], [2.739, -12.218, 2.876], [3.277, -11.125, 1.889], [1.696, -11.760, 3.833], [3.670, -16.213, 4.954], [5.000, -15.018, 4.838], [4.411, -15.888, 3.458], [4.455, -12.525, 4.052], [4.532, -13.538, 2.606], [2.172, -12.943, 2.292], [2.758, -10.190, 1.676], [3.632, -11.459, 0.914], [4.163, -10.688, 2.348], [0.917, -11.449, 3.270], [1.439, -12.661, 4.209], [6.428, -10.147, 4.498], [7.700, -10.046, 3.935], [8.172, -8.730, 3.769], [9.618, -8.841, 3.255], [10.272, -7.540, 2.932], [9.848, -9.808, 2.166], [5.717, -9.585, 3.891], [6.443, -9.816, 5.536], [6.071, -11.169, 4.625], [7.543, -8.198, 3.056], [8.222, -8.235, 4.739], [10.276, -9.099, 4.084], [10.529, -7.005, 3.846], [9.489, -6.899, 2.527], [11.041, -7.539, 2.160], [9.054, -9.681, 1.554], [9.501, -10.554, 2.750], [7.200, -12.515, -3.614], [7.457, -11.847, -4.821], [8.883, -11.340, -4.980], [9.259, -10.563, -3.908], [6.309, -12.844, -3.754], [7.261, -12.616, -5.569], [6.690, -11.083, -4.946], [9.031, -10.885, -5.959], [9.521, -12.220, -4.893], [8.985, -10.833, -3.028]],
  "forces_ev_per_angstrom": [[0.490, -0.802, -1.317], [1.219, -0.264, -0.661], [0.299, -0.027, 0.108], [0.517, 0.656, -0.439], [-2.399, -0.197, 0.573], [-1.599, -1.186, -1.284], [2.085, 0.453, 1.127], [0.443, 0.493, -0.015], [-1.466, 0.163, 1.623], [-0.472, -1.700, 0.297], [1.002, 0.864, 0.408], [-0.362, -0.206, 0.268], [0.020, -0.208, -0.228], [0.160, -0.117, 0.001], [-0.136, -0.212, 0.117], [-0.063, 0.239, -0.223], [-0.085, 0.204, -0.105], [-0.065, 0.107, 0.504], [0.405, -0.031, 0.091], [0.079, 0.241, 0.029], [-0.128, 0.541, 0.325], [0.318, 0.400, 0.373], [-0.384, -0.404, -0.566], [-0.144, 0.335, -0.246], [0.094, -0.238, -0.226], [-0.295, -0.021, -0.041], [1.073, 0.646, -0.386], [-0.277, 0.544, -0.117], [0.205, -0.281, 0.058], [-0.542, -0.102, -0.144], [-0.570, -0.550, -0.272], [0.374, 0.220, -0.225], [0.711, -0.382, 0.547], [1.435, 0.961, -1.803], [-0.828, 0.100, 1.585], [0.772, -1.394, -1.503], [-1.084, 0.411, 1.403], [-1.152, -0.712, -0.439], [0.358, 0.858, -0.141], [-0.295, -1.559, 1.327], [0.356, -0.356, -0.041], [-0.242, 0.701, 0.330], [0.435, 0.515, 0.007], [-0.276, -0.426, -0.207], [-0.964, 0.562, 0.252], [0.154, -0.877, -0.067], [0.421, -0.069, -0.239], [1.209, 0.230, 0.710], [-0.358, 0.041, -0.096], [0.159, 0.535, -0.264], [-1.061, 0.098, -0.354], [0.157, 0.324, -0.064], [-0.313, 0.428, 0.077], [0.712, -0.114, 0.262], [-0.211, -0.190, -0.122], [0.135, 0.423, -0.099], [-0.020, -0.638, 0.181], [0.021, 0.086, -0.221], [-0.216, 0.128, -0.414], [0.208, 0.434, -0.079], [-1.682, -1.756, 1.025], [2.701, 1.444, -1.280], [-0.159, 0.391, 0.516], [0.528, 0.485, -1.211], [0.015, 0.169, 1.526], [-1.089, 0.298, -0.294], [1.122, 0.277, -0.136], [-0.449, 0.576, 0.213], [-0.668, -0.524, 0.133], [-0.098, -0.665, 0.411], [0.021, -0.030, -0.070], [-0.207, 0.303, -0.083], [-0.493, -0.178, -0.008], [0.615, -0.415, 0.244], [-0.785, 0.107, -0.436], [1.283, -0.737, 0.155], [-0.587, 0.198, -0.668], [-0.090, 2.236, -0.390], [1.494, -1.057, 0.110], [-0.711, 0.499, 0.244], [0.435, 1.268, -2.113], [-0.341, -0.542, 0.799], [-0.001, 0.563, 0.035], [-0.061, -0.813, -0.166], [0.533, -0.442, 0.382], [-0.218, -0.307, 0.267], [-0.983, -0.804, 0.711], [-0.751, -0.533, -0.378], [0.036, 0.228, -0.160], [-0.189, 0.053, 0.561], [0.367, -0.046, -0.229], [0.226, -0.150, 0.375], [-0.026, 0.110, 0.182], [0.188, 0.020, -0.154], [-0.041, -1.667, 1.278], [0.298, -0.572, -0.763], [-0.641, 0.986, -0.369], [0.439, -0.864, -1.312], [-0.703, 1.316, -1.168], [0.999, 1.841, 1.408], [0.347, 0.365, 0.074], [-0.213, 0.243, -0.300], [-0.298, -0.271, -0.028], [0.890, -0.479, 0.167], [-0.566, -0.517, -0.138], [0.970, 0.443, 1.101], [0.226, 0.130, -0.058], [-0.960, 0.029, -0.614], [-0.240, 0.169, -0.552], [-0.406, -0.294, 0.768], [-0.222, -0.648, 0.234], [0.774, 0.168, -0.015], [-1.604, 1.712, 2.314], [2.778, -2.035, -2.260], [-0.040, 0.916, -0.549], [-1.707, 0.743, 1.560], [0.933, -0.072, 0.156], [0.014, -0.497, 0.460], [0.587, -0.106, -0.677], [-0.511, -0.492, 0.240], [-0.196, 0.043, -0.116], [-0.315, 0.522, -0.290], [-0.234, 0.632, 0.491], [0.056, -0.415, -0.732], [0.413, 0.194, -0.853], [-0.135, -0.168, -0.095], [-0.295, -1.132, 0.163], [-0.480, -0.024, 0.183], [0.352, 0.737, -1.118], [1.038, -0.041, 0.376], [-1.678, 0.772, 0.923], [-0.768, -0.906, -2.701], [1.164, 0.272, 1.037], [1.833, -0.181, 0.389], [-0.674, 0.725, 0.322], [-0.089, 0.071, 0.345], [0.092, 0.073, -0.401], [0.370, -0.590, 0.750], [-0.225, 0.114, -0.356], [0.132, -0.073, -0.867], [-1.116, -0.452, 0.332], [-0.244, -0.608, 0.085], [0.473, -0.090, 0.224], [-0.105, 0.087, -0.048], [-0.595, 0.053, 0.662], [-0.120, 0.232, 0.538], [0.325, -0.854, 0.037], [0.929, -0.589, -0.129], [1.783, 0.407, 0.090], [-1.643, 2.162, -0.449], [-0.700, 0.173, 1.644], [-0.346, 0.138, 0.168], [-0.156, 0.693, 0.128], [0.441, -0.253, -0.713], [-0.155, 0.264, -0.039], [-0.333, 0.395, 0.115], [-0.441, -1.205, 0.338], [0.596, -0.019, -0.077], [-0.145, 0.471, -0.466], [0.234, -0.470, 0.497], [-0.287, -0.056, -0.604], [0.151, -1.593, -0.824], [0.379, -0.038, 1.045], [-0.546, -0.216, -1.565], [-0.857, -2.353, 1.318], [0.874, 2.707, 0.427], [-0.054, -0.191, 0.535], [0.244, 0.260, -0.815], [0.229, 0.539, -0.132], [0.002, 0.449, 0.346], [0.113, -0.470, -0.735], [-0.391, -0.647, -0.390]],
  "lowdin_charge": [-0.01, -0.47, -0.04, -0.13, -0.17, -0.14, -0.41, -0.04, -0.05, -0.08, -0.04, 0.07, 0.08, 0.07, 0.08, 0.09, 0.06, 0.10, 0.12, 0.10, 0.11, 0.10, 0.11, 0.07, 0.06, 0.06, 0.07, 0.06, 0.07, 0.09, -0.04, -0.44, -0.03, -0.13, -0.19, -0.11, -0.52, -0.02, -0.06, -0.12, 0.00, 0.08, 0.06, 0.08, 0.07, 0.07, 0.07, 0.12, 0.12, 0.11, 0.11, 0.10, 0.12, 0.09, 0.08, 0.07, 0.06, 0.09, 0.08, 0.10, -0.17, -0.17, -0.17, -0.41, -0.04, 0.05, 0.09, 0.09, 0.08, 0.12, 0.13, 0.12, 0.08, 0.07, 0.07, 0.08, 0.05, -0.09, -0.18, -0.22, -0.41, -0.04, 0.05, 0.08, 0.09, 0.08, 0.12, 0.10, 0.14, 0.07, 0.06, 0.07, 0.02, 0.02, -0.07, -0.20, -0.15, -0.39, -0.07, 0.05, 0.08, 0.07, 0.08, 0.10, 0.11, 0.13, 0.05, 0.08, 0.09, 0.03, 0.06, -0.07, -0.20, -0.25, -0.40, -0.04, 0.03, 0.09, 0.08, 0.09, 0.13, 0.12, 0.12, 0.06, 0.07, 0.05, 0.07, 0.06, -0.08, -0.20, -0.16, -0.39, -0.04, 0.04, 0.09, 0.08, 0.06, 0.10, 0.10, 0.12, 0.07, 0.06, 0.04, 0.07, 0.06, -0.11, -0.21, -0.19, -0.45, -0.09, 0.06, 0.08, 0.09, 0.07, 0.10, 0.13, 0.13, 0.08, 0.05, 0.08, 0.02, 0.05, -0.08, -0.26, -0.25, -0.06, 0.09, 0.12, 0.12, 0.13, 0.12, 0.08],
  "homo_lumo_gap_ha": 0.3144,
  "e_tot_ev": -79794.7392,
  "fmax_ev_per_a": 4.119,
  "homo_energy_ev": -8.15,
  "molar_mass_da": 911.4,
  "e_above_lowest_kcal_mol": 30.9
}